79
Properties=species:S:1:pos:R:3:forces:R:3:mulliken_spin:R:1 method="wB97M-V/def2-TZVPD" s_squared=6.065 total_charge=-2 multiplicity=5
H -2.955910 -3.313540 -4.923675 -0.027 -0.009 -0.012 0.00
I -2.835301 5.256070 2.129254 -0.018 0.048 0.076 0.31
H -1.420466 -5.653585 -0.016654 -0.008 -0.047 0.026 0.00
H 2.746141 -2.480910 -1.135849 0.057 -0.045 -0.039 0.00
H -3.048857 -5.361875 0.606634 0.002 -0.024 0.030 0.00
C 0.159675 -1.501127 -3.035381 0.179 0.019 0.158 0.00
C 0.963556 3.958587 -1.644278 -0.053 -0.153 -0.023 0.01
C -3.842244 -0.547842 -0.422341 0.119 -0.026 -0.009 0.04
H 3.490743 -0.475394 0.000359 0.091 0.082 -0.120 -0.01
C -0.547222 -3.049355 0.645695 0.065 -0.017 -0.053 -0.01
C 0.887522 2.899064 -0.723390 -0.063 1.505 -0.713 0.01
H -3.769498 -2.927841 -3.405789 -0.014 -0.004 -0.027 0.00
H -2.038220 0.963817 3.264108 -0.005 0.027 0.040 0.00
C 0.018270 -0.130598 -2.924884 0.102 0.137 0.179 0.01
N 0.956398 -1.075044 0.519723 0.133 0.340 -0.249 -0.02
S 1.381118 0.871225 -2.372204 0.243 -0.141 -0.472 0.01
C 0.968331 5.486388 0.205247 -0.022 0.028 -0.112 0.01
C 2.122842 -1.931979 0.839899 0.049 -0.167 0.359 -0.02
C 2.010155 -2.541847 2.256252 -0.035 -0.033 -0.050 0.00
C -2.221499 -0.270587 -3.744690 0.007 0.025 0.057 0.00
H 3.542898 -0.561361 1.773054 0.003 0.067 0.015 -0.01
C 3.183318 1.965867 1.933311 0.234 -0.125 0.580 0.00
H -4.362103 -0.296533 0.506509 -0.019 0.021 -0.036 -0.01
C -2.671859 -1.449135 -0.121072 0.018 -0.068 -0.111 -0.03
H 1.210395 -3.272013 2.359316 0.170 0.052 0.143 0.00
C 0.869914 4.393398 1.040063 -0.126 -0.038 0.353 -0.01
H -3.156585 0.209715 -4.010868 0.000 -0.006 -0.003 0.00
C -1.163328 0.494168 -3.284487 -0.020 0.042 0.043 0.01
H 1.811014 -1.732326 2.958676 0.034 0.013 0.028 0.00
C -3.278474 -2.493330 -4.280883 0.030 0.034 0.096 0.00
C -0.904602 -2.258647 -3.493457 -0.068 0.025 0.004 0.00
H 1.016921 3.741211 -2.697312 -0.024 0.076 0.022 0.00
C -2.789601 2.768756 0.670095 -0.145 0.143 -0.488 0.54
C -1.813682 -3.600822 0.490243 -0.110 0.034 -0.050 0.00
H 0.801698 4.509040 2.115312 0.010 0.024 -0.007 0.00
C -2.888910 -2.806993 0.129895 -0.023 -0.098 0.032 -0.01
H -0.811019 -3.337013 -3.554944 0.012 -0.003 0.004 0.00
H -3.886583 -3.231624 0.055997 0.008 0.017 -0.012 0.00
H -3.506476 0.386016 -0.870584 -0.024 0.049 -0.046 -0.02
H 0.984252 6.487853 0.608987 -0.020 -0.018 0.053 0.00
C 2.911475 1.636506 4.266378 -0.491 -0.315 -0.050 -0.01
O 2.517644 1.198986 5.332720 0.020 0.072 0.059 0.00
C 4.337194 2.629319 2.559025 -0.019 0.101 -0.349 0.00
H 0.221289 -3.721133 0.993175 -0.112 0.036 -0.186 0.00
H 1.059715 6.078658 -1.859249 0.020 -0.006 -0.015 0.00
H -3.862333 2.827327 0.744859 0.003 0.011 0.076 0.00
N -2.688046 1.468734 2.677110 0.181 0.063 -0.062 0.04
H -4.011939 -1.892283 -4.819185 -0.015 -0.028 -0.009 0.00
O 5.285037 3.164017 2.020677 0.021 0.022 -0.001 0.01
H -1.242965 1.571257 -3.186699 -0.065 -0.032 -0.025 0.00
C 3.435797 -1.138065 0.855676 -0.246 0.118 0.008 0.04
O -0.935060 1.441682 1.250839 -0.450 -0.012 0.167 0.23
C 2.345687 -2.995513 -0.261017 -0.121 0.195 -0.023 0.00
O 4.828195 2.971884 4.909582 0.036 -0.033 0.005 0.01
N 0.820914 3.145801 0.593244 0.218 -0.253 -0.664 0.02
O 1.580421 1.854333 -3.415914 -0.219 0.076 0.199 0.00
H 1.097668 -1.950120 -2.734682 -0.064 -0.032 -0.002 0.00
O 2.484920 -0.015632 -2.134658 -0.077 -0.135 0.206 0.00
H 3.074896 -3.734119 0.082542 0.023 0.000 -0.012 0.00
C -1.396254 -0.936544 -0.055173 0.249 -0.095 -0.044 0.00
C -0.263427 -1.683382 0.377787 -0.345 -0.080 0.192 -0.01
C -2.068179 1.889846 1.507053 0.140 -0.322 0.561 -0.02
C 1.005296 5.249834 -1.163624 -0.035 -0.064 0.166 0.00
H 1.439051 -3.513506 -0.560982 0.021 -0.027 -0.021 0.00
H 4.275008 -1.836205 0.811850 -0.030 -0.029 0.030 0.00
H 2.955875 -3.018624 2.530990 -0.005 -0.021 -0.002 0.00
O 2.946590 1.793892 0.692291 0.137 -0.329 0.371 0.10
C 4.130371 2.491158 4.048188 0.202 0.197 0.242 0.00
C -1.999463 -5.082960 0.714338 0.026 0.094 -0.011 0.00
Fe 1.065382 0.973177 0.826018 -0.758 -0.983 -0.808 2.95
C -2.107071 -1.655073 -3.843732 -0.033 -0.031 -0.034 0.00
O 1.299645 0.725297 2.631414 0.310 -0.168 0.732 -0.06
C 2.346600 1.420876 2.937490 0.890 0.421 0.259 -0.01
N 0.856500 1.548790 -1.002276 -0.040 -0.282 -0.480 -0.09
H -4.558717 -1.028597 -1.093979 -0.001 0.002 -0.010 0.00
H -1.661190 -5.382575 1.709143 -0.006 -0.016 -0.001 0.00
H -2.323171 3.111412 -0.241859 0.057 0.021 0.061 -0.03
H -1.237204 0.094941 -0.309452 -0.080 0.073 -0.116 0.01
H -3.178901 2.206755 3.164225 -0.087 0.010 -0.076 0.00

55
Properties=species:S:1:pos:R:3:forces:R:3:nbo_charge:R:1 method="wB97M-V/def2-TZVPD" total_charge=0 e_above_lowest_kcal_mol=105.1
H -4.310502 1.250208 -0.635841 0.183 0.063 0.459 0.49
H -1.629828 -0.046708 -4.232544 -0.158 -0.980 0.152 0.47
H -1.074254 1.972202 1.385438 0.061 -1.344 -0.246 0.51
H 2.548606 -0.314657 -2.711032 -0.052 0.054 2.246 0.24
H -2.063146 -0.376319 3.100244 -0.838 1.177 -0.719 0.51
H 3.110913 -1.505314 -1.474351 -0.797 1.072 0.156 0.22
H 1.789184 -3.295289 -0.674045 1.609 -0.450 -1.343 0.21
H -0.442833 -1.435702 -0.277765 -2.533 1.079 0.983 0.18
H -1.627769 -1.429441 3.983137 -0.370 -2.144 1.444 0.48
H -0.314115 -3.696776 2.397200 -0.667 -4.405 0.442 0.47
O 0.500451 1.104809 2.272701 -0.529 0.331 0.398 -0.98
H 1.706735 -2.274021 0.788219 -0.083 -0.151 -0.993 0.24
H -0.320973 -0.692940 -4.130923 -0.868 -0.802 -0.019 0.49
C 3.761578 0.515878 -1.048217 -2.390 1.441 -1.866 0.44
C 2.676984 -0.451315 -1.563412 1.425 -2.031 -0.442 -0.52
O -1.274054 -0.727552 3.504952 1.136 1.616 -0.675 -0.99
H -0.312905 1.161691 -0.485856 -0.205 -1.077 -0.223 0.22
C 0.523482 0.894574 -1.145522 1.809 2.188 3.282 -0.64
O -4.385266 0.513479 -0.005302 -0.610 1.269 0.109 -0.98
O -3.184548 1.037803 2.539200 -0.738 1.234 0.275 -1.03
H 2.540273 1.577162 2.514066 1.389 0.239 -1.350 0.49
O -2.924392 -0.697419 -2.107999 1.287 0.665 3.808 -0.96
H 1.074616 2.179572 -3.370959 0.698 -2.024 -1.426 0.48
H 0.157676 -1.735093 -1.947873 0.018 -0.340 0.854 0.22
C 1.174795 -2.686177 -0.094772 -1.375 -1.018 1.043 -0.65
O 3.315867 1.488841 1.864822 -1.463 -2.632 1.643 -0.96
O -1.755336 2.648816 1.417778 2.456 2.576 1.360 -0.96
O -1.278353 -0.959640 -4.101993 1.587 1.894 -0.607 -0.96
H 0.220647 0.879811 -2.142958 -0.495 -0.290 -1.304 0.22
H 0.032213 0.462845 2.828707 -0.287 0.097 0.340 0.51
O 1.889259 -1.550644 2.801616 0.753 0.758 -0.136 -0.97
H -3.808545 1.173302 1.742160 1.642 -0.205 1.527 0.53
H 2.137522 -1.673421 3.706808 0.697 -0.097 0.827 0.47
H -1.135372 3.265904 1.916412 -1.449 -0.171 -0.910 0.48
H 2.374759 1.414025 -3.697011 -1.613 -0.117 -0.377 0.49
H -1.986496 -0.961298 -1.919504 -1.452 0.405 -0.633 0.49
H 1.114063 1.831968 -0.926085 -0.120 -0.594 -0.866 0.21
O -2.373706 2.574075 -1.071871 -0.643 -0.638 -1.493 -1.00
H -2.741757 1.921126 2.817043 -1.614 -2.385 -1.314 0.50
H -2.142765 3.205913 -1.760957 0.054 0.135 0.619 0.47
H -3.118995 -0.969170 -2.954474 -0.354 -1.170 -2.791 0.47
O 1.392810 1.369379 -3.914532 1.051 2.389 1.311 -0.97
O 3.757868 1.582814 -1.643839 1.163 -0.381 0.750 -0.55
O -0.199178 -2.821290 2.259972 -1.243 4.449 -1.651 -0.94
H 1.638552 -0.356974 0.417369 -0.102 0.555 -2.241 0.19
H 3.388873 0.469136 1.922717 0.072 2.278 -0.178 0.47
H -2.151781 2.849038 -0.179167 0.302 0.615 0.257 0.50
H 0.902294 0.540635 1.619418 0.433 -0.109 -0.580 0.48
H 0.601249 -3.502185 0.420556 -0.075 0.858 -1.016 0.20
C 1.387838 -0.301257 -0.726349 -2.387 -1.381 0.543 -0.19
H -4.164883 -0.197619 -0.589234 0.519 -1.103 -0.455 0.50
H 4.345405 0.367769 -0.126829 0.086 -0.261 -0.257 0.15
H -0.665813 -2.566292 1.408549 0.676 -0.735 1.875 0.48
H 0.944418 -1.437736 2.899826 -0.647 -0.339 -0.294 0.50
C 0.378638 -1.590524 -0.867692 5.050 -0.060 -0.298 -0.41

49
Properties=species:S:1:pos:R:3:forces:R:3:nbo_charge:R:1 method="wB97M-V/def2-TZVPD" total_charge=+2 e_above_lowest_kcal_mol=0.0
H -2.488214 0.210656 2.415828 -0.085 -0.024 -0.150 0.20
C 3.684027 -1.128719 -2.495396 -0.366 0.123 0.036 -0.09
H 3.029269 -1.992469 -2.387039 0.036 -0.124 0.092 0.18
O 0.504059 -2.049266 0.856508 0.184 0.956 0.504 -0.46
C 1.507881 -3.833539 -0.495889 1.675 0.154 0.215 -0.06
H 1.449299 0.950482 -1.372810 -0.029 -0.014 0.239 0.46
H -0.039499 -0.009934 2.412549 0.464 -0.165 -0.242 0.50
H -0.452505 -3.804788 0.374689 0.118 0.321 -0.464 0.23
H 2.342692 0.350790 -3.351532 -0.364 -0.709 0.271 0.19
O 1.916932 0.110971 -1.288145 -0.037 -0.215 -0.541 -0.66
O 2.783791 -3.389376 -0.101222 -0.523 -0.230 -0.533 -0.59
H -2.569114 0.344107 -2.998972 0.122 -0.282 -0.067 0.16
H 0.815766 -3.880155 1.567128 0.543 0.150 -0.076 0.23
C 0.539423 -3.383766 0.636633 -1.266 -0.813 0.768 -0.10
H 0.090945 5.506793 3.488306 0.022 -0.059 0.005 0.51
O -0.646252 -0.497830 3.010399 0.052 0.060 -0.190 -0.51
H -1.867209 -1.221753 1.481253 -0.008 0.343 -0.072 0.17
O -2.915302 -1.727524 -2.758279 -0.008 0.385 0.003 -0.72
Tl 1.923255 3.457848 1.973055 0.030 -0.270 -0.138 0.97
H 1.484958 -4.921056 -0.532889 -0.322 -0.014 -0.295 0.22
O 1.017433 0.814817 1.359907 -0.479 -0.360 0.067 -0.67
H 5.131283 -0.380241 -1.431063 0.140 -0.078 -0.068 0.47
H -3.598868 -1.876320 -3.419707 0.071 -0.106 -0.060 0.49
H -2.915073 -1.001653 -0.319177 0.578 -0.267 0.082 0.20
O -0.668470 3.222588 0.818270 -0.508 -0.112 -0.051 -0.77
H -2.463698 0.678282 -0.503027 -0.045 0.045 -0.204 0.16
H 1.243091 -3.341822 -1.435910 -0.449 -0.036 0.068 0.21
H 4.080206 -1.174934 -3.517095 0.188 0.086 0.089 0.19
C -3.015363 -0.389542 -2.306327 -0.195 0.275 -0.052 -0.10
H 0.288161 0.720553 0.717940 0.204 0.218 -0.251 0.45
C -1.452916 4.742650 2.515338 0.560 0.532 -0.172 -0.09
C -2.352242 -0.315355 -0.955101 -0.647 0.329 -0.199 -0.09
H -0.032813 -1.547728 0.197419 -0.067 -0.112 -0.466 0.53
C 2.843504 0.114818 -2.392746 0.196 1.439 -0.565 -0.11
H -1.644410 2.609512 2.531715 0.239 0.031 -0.046 0.19
H -4.057630 -0.072912 -2.180564 0.033 -0.084 0.035 0.20
O -0.965126 -0.649618 -1.012266 0.091 -0.202 0.705 -0.77
H -0.577112 -0.319180 -1.829725 0.012 -0.160 -0.070 0.50
H -1.623777 5.570197 1.819249 0.030 -0.003 0.099 0.19
C -1.691365 3.434242 1.814389 -0.079 -0.469 0.439 -0.10
H -2.682046 3.380537 1.362837 -0.013 0.238 -0.006 0.21
C -1.917490 -0.724671 2.448836 0.034 -0.510 0.614 -0.27
H 3.454522 1.036392 -2.327226 0.336 -0.464 0.391 0.18
O 4.676177 -1.225528 -1.504891 -0.112 -0.034 0.057 -0.69
H -1.077031 3.440509 -0.027066 0.297 0.089 -0.097 0.50
H 3.429079 -4.076093 -0.323304 0.141 0.067 0.307 0.51
O -0.057716 4.742549 2.916497 -0.291 0.198 0.120 -0.80
H -2.419928 -1.407940 3.135063 -0.147 0.173 -0.003 0.23
H -2.044572 4.904427 3.413566 -0.357 -0.297 -0.128 0.22

69
Properties=species:S:1:pos:R:3:forces:R:3:nbo_charge:R:1 method="wB97M-V/def2-TZVPD" total_charge=0 e_above_lowest_kcal_mol=0.0
H 2.676008 -3.313781 0.325721 -0.003 -0.007 -0.007 0.20
C 3.901131 0.975435 1.534218 -0.043 0.043 -0.014 -0.41
H -3.132018 -1.898499 0.778976 -0.014 0.016 -0.014 0.22
H -2.797245 -4.273164 -1.582448 -0.007 -0.003 -0.002 0.21
C -1.918963 -3.751332 -1.944604 -0.030 0.059 -0.005 -0.22
C -2.909574 5.433171 -1.331908 -0.009 0.045 0.015 -0.18
C -2.889141 3.052500 -1.384291 0.098 -0.092 -0.078 0.08
C -0.996339 4.184517 -1.999200 -0.074 -0.043 0.037 0.03
H 4.289458 -2.676190 0.699483 0.009 -0.001 -0.004 0.20
C -0.695737 -4.411327 -1.999360 0.022 -0.017 -0.014 -0.26
O 1.300193 0.357710 -1.308046 -0.474 0.069 0.005 -1.09
H 3.407478 0.964837 2.514004 -0.001 -0.006 -0.003 0.18
P 2.067596 -0.063719 -0.107676 -0.132 -0.009 -0.028 2.55
C -2.668444 -1.124291 1.390655 -0.009 -0.058 -0.039 -0.42
H 3.355585 -0.788440 -2.328540 -0.002 0.001 0.010 0.23
N -1.218832 -1.331752 1.357350 -0.051 -0.050 0.348 -0.81
C 0.596171 -0.558595 4.098381 -0.051 -0.023 -0.013 -0.40
C -0.910780 -1.730126 -2.819304 -0.040 0.157 0.004 -0.03
H -1.042127 6.330615 -1.935019 0.005 -0.009 0.003 0.22
H 1.374009 -0.065306 4.686974 0.000 0.007 -0.001 0.20
C -3.599353 1.715830 -1.173465 0.059 0.031 0.156 0.76
P -0.281969 -0.016621 1.597877 -0.142 0.112 -0.384 2.53
H 1.798328 2.702166 1.409180 -0.005 0.004 0.033 0.19
H 4.430633 0.035628 1.390605 -0.008 -0.018 -0.007 0.21
H 2.889276 -2.125175 1.622526 -0.003 0.007 0.007 0.21
H 4.634351 1.782381 1.530639 0.011 -0.002 0.000 0.21
N -1.631177 3.031543 -1.808134 -0.060 0.494 -0.108 -0.44
C 2.328532 2.522587 0.468939 0.011 -0.049 -0.022 -0.41
H 3.222621 -2.528013 -2.050546 -0.015 -0.011 -0.010 0.20
O -2.905739 0.628154 -1.261149 -0.013 0.174 -0.046 -0.73
N 0.005000 0.385925 3.166209 0.014 0.055 0.042 -0.83
H -1.947877 -0.019758 -3.607546 -0.028 0.036 0.029 0.20
H -2.971664 -1.907473 -2.268412 -0.001 0.003 -0.016 0.23
H -2.921532 -0.166793 0.941402 -0.007 -0.037 0.034 0.26
H 0.063377 2.098709 4.369167 -0.002 0.001 0.007 0.19
C 0.301146 -2.411706 -2.895021 0.074 -0.081 -0.008 -0.18
O -0.739597 1.192150 0.858950 0.061 0.087 0.313 -1.11
H -0.615646 -5.444954 -1.687024 0.005 -0.007 0.001 0.20
H -3.067102 -1.191160 2.409668 0.005 -0.001 -0.003 0.17
Pt -0.881402 0.601275 -1.328762 0.678 -0.651 0.007 0.84
C -3.574930 4.236122 -1.138652 -0.005 -0.023 0.003 -0.21
H -1.016395 -2.920908 2.766056 -0.012 0.019 -0.012 0.18
H -0.176010 0.047669 -3.774659 0.036 0.033 0.003 0.19
H -1.310397 -3.386301 1.077133 0.013 0.014 -0.005 0.22
O 1.152272 -0.577531 1.122920 0.196 -0.051 -0.042 -1.11
C -2.025274 -2.430031 -2.349459 -0.070 -0.101 0.068 -0.21
C 3.228985 -2.421543 0.634120 0.004 -0.038 -0.042 -0.40
N 3.048302 -1.343308 -0.324799 -0.046 -0.109 0.028 -0.82
H -0.149555 -0.962677 4.790458 -0.010 -0.002 -0.007 0.19
H 0.277125 -2.795841 1.545894 -0.003 0.004 0.013 0.21
H -1.071293 2.172977 3.009858 -0.002 0.002 -0.009 0.24
C -0.790198 -2.675184 1.721280 -0.031 -0.016 -0.124 -0.40
H 1.167194 -1.882227 -3.271764 0.051 0.011 -0.019 0.19
H -3.409495 6.375497 -1.145719 -0.005 -0.005 -0.002 0.21
H 1.614755 2.609605 -0.347295 0.027 -0.023 0.006 0.24
C 3.616642 -1.593887 -1.645820 0.038 0.064 0.045 -0.40
H 3.106823 3.277429 0.349929 -0.004 0.007 0.002 0.20
H -4.602142 4.182465 -0.808476 0.003 0.010 -0.001 0.25
H 1.368779 -4.243101 -2.558220 -0.006 -0.009 -0.008 0.20
C -0.999380 -0.269985 -3.130973 0.022 -0.217 -0.098 -0.59
O -4.790175 1.742462 -0.910268 -0.058 -0.027 -0.034 -0.65
H 0.029592 4.111156 -2.352347 -0.063 0.027 0.011 0.19
H 4.704504 -1.666071 -1.579313 0.011 0.008 0.000 0.19
C -0.659928 1.528141 3.780941 0.041 -0.010 0.007 -0.40
H -1.466093 1.204419 4.446254 -0.009 0.005 -0.002 0.19
C -1.591702 5.413453 -1.768814 -0.006 0.021 -0.011 -0.26
N 2.953246 1.195782 0.451106 0.028 0.172 -0.001 -0.80
C 0.413570 -3.733686 -2.485922 0.012 -0.002 0.011 -0.23
H 1.052532 -1.391862 3.566089 0.018 0.010 -0.007 0.21

| no. | M (g mol⁻¹) | E_tot (Ha) |
| --- | --- | --- |
| 1 | 804.44 | -3981.72864 |
| 2 | 316.34 | -1228.20133 |
| 3 | 501.70 | -1284.29081 |
| 4 | 694.57 | -2273.38576 |